# 1
The following is a DFT calculation (ωB97M-V/def2-TZVPD) of a structure of composition C24H21FINOPtSi.

XYZ file:
```
51
Properties=species:S:1:pos:R:3
Pt 0.1389 0.3705 -0.0440
O 2.0699 0.4173 -0.1692
F -2.5200 -1.0249 -5.7048
C -2.4069 -0.7390 -4.3602
C -2.3950 0.5796 -3.9485
C -2.2819 0.8558 -2.5942
C -2.1714 -0.1457 -1.6229
C -1.9851 0.1490 -0.1830
C -2.2290 -1.4620 -2.0990
C -2.3281 -1.7713 -3.4511
H -2.4663 1.3751 -4.6808
H -2.2638 1.8854 -2.2694
H -2.2830 -0.7032 0.4341
H -2.4908 1.0665 0.1243
H -2.1792 -2.2712 -1.3772
H -2.3543 -2.7990 -3.7936
I -0.4676 -2.7773 1.8650
C -0.1595 -1.1349 3.1054
C -0.1799 -1.3235 4.4876
C 0.0499 -0.2187 5.2817
C 0.2881 1.0109 4.6834
C 0.2758 1.0791 3.3015
N 0.0499 0.0202 2.5351
H -0.3663 -2.3046 4.9038
H 0.0454 -0.3195 6.3616
H 0.4800 1.8994 5.2728
H 0.4413 2.0038 2.7569
C 3.8567 5.3925 0.1795
C 3.4613 4.9125 -1.0607
C 2.3445 4.0935 -1.1746
C 1.5949 3.7249 -0.0573
C 2.0212 4.2128 1.1836
C 3.1291 5.0405 1.3079
Si 0.0816 2.5989 -0.2690
C -1.4475 3.7272 -0.1611
C -2.0179 4.1047 1.0612
C -3.1271 4.9375 1.1314
C -3.7101 5.4110 -0.0356
C -3.1684 5.0512 -1.2602
C -2.0511 4.2258 -1.3181
H 4.7299 6.0304 0.2677
H 4.0279 5.1743 -1.9483
H 2.0465 3.7180 -2.1451
H 1.4751 3.9392 2.0811
H 3.4308 5.4015 2.2858
H 0.1328 2.5870 -1.7777
H -1.5886 3.7281 1.9849
H -3.5432 5.2080 2.0962
H -4.5827 6.0537 0.0099
H -3.6149 5.4162 -2.1793
H -1.6255 3.9655 -2.2793
```

HOMO level (alpha / beta), eV: 0.8 / 0.8
Kohn-Sham gap (alpha / beta), eV: 3.24 / 3.24
Relative energy (zero: lowest compared OMol25 entry of this formula, charge and spin), kJ/mol: 353.9
Charge: -2

These are the Löwdin partial charges, in e, on atoms 1 to 2: 0.63, -0.94



# 2
The following is a DFT calculation (ωB97M-V/def2-TZVPD) of the molecule C24H21N3OS.

XYZ file:
```
50
Properties=species:S:1:pos:R:3
N 0.8150 1.0282 -4.6483
C 0.9602 -0.3173 -4.1106
C 0.8890 -0.2643 -2.5717
C -0.2772 -0.6647 -1.9484
C -0.4123 -0.2908 -0.5776
C 0.6891 0.2076 0.2113
C 0.4345 0.7467 1.4880
N 1.1419 1.9047 1.8658
C 0.8320 1.9675 3.1597
N 0.0660 0.9215 3.6370
C -0.3532 0.1862 2.5490
C -1.2937 -0.9515 2.5053
C -1.0395 -2.3284 2.1006
C -2.1376 -3.1814 2.0433
S -3.5580 -2.3107 2.5848
C -2.6412 -0.8119 2.8544
C -0.3895 0.9430 5.0333
O 0.2947 1.9286 5.8397
C 0.9858 2.9650 5.3439
C 1.3073 4.0375 6.2615
C 2.2062 5.0641 5.7435
C 2.8273 4.9833 4.5003
C 2.3638 4.0272 3.5105
C 1.3723 3.0167 4.0268
C 1.8829 0.4304 -0.4302
C 1.9531 0.3372 -1.7989
C 2.1963 -0.9860 -4.7087
C 1.2952 -1.9650 -5.4193
C 0.0370 -1.3385 -4.8023
H 0.0467 1.0521 -5.3335
H 0.8127 1.7216 -3.9158
H -1.0734 -1.0694 -2.4639
H -1.3506 -0.2784 -0.1606
H -0.1280 -2.7556 1.6665
H -2.2876 -4.2509 1.7293
H -3.1073 0.2241 3.0575
H -0.1314 -0.0517 5.3922
H -1.4805 1.0586 5.0729
H 1.1558 3.9242 7.3374
H 2.5210 5.8381 6.5144
H 3.4731 5.8132 4.2442
H 2.6031 3.9761 2.4620
H 2.6077 1.0536 0.0617
H 2.8289 0.7171 -2.4331
H 2.9484 -1.4976 -4.0627
H 2.7967 -0.3632 -5.4185
H 1.5037 -3.0911 -5.1227
H 1.3471 -1.9429 -6.5392
H -0.5743 -0.7728 -5.5544
H -0.5004 -2.1316 -4.3176
```

HOMO level, eV: -7.4
Kohn-Sham gap, eV: 7.86
Structure (SMILES): NC1(c2ccc(-c3nc4n(c3-c3ccsc3)COc3ccccc3-4)cc2)CCC1
Relative energy (zero: lowest compared OMol25 entry of this formula, charge and spin), kJ/mol: 510.0

These are the Löwdin partial charges, in e, on atoms 1 to 2: 0.09, -0.50



# 3
The following is a DFT calculation (ωB97M-V/def2-TZVPD) of a structure of composition C24H22BrCuF4N4P.

XYZ file:
```
57
Properties=species:S:1:pos:R:3
Cu -0.8086 -0.7268 0.5194
F -5.3595 -0.0859 -4.6451
C -4.2669 -0.0131 -3.8636
C -3.3719 0.9487 -4.1964
F -3.7370 1.7621 -5.1931
C -2.2936 1.0892 -3.3540
F -1.4206 2.0268 -3.6104
C -2.0069 0.2116 -2.3190
P -0.6989 0.6723 -1.1485
C 0.8459 0.1609 -1.9191
C 0.7956 -0.4353 -3.1916
C 1.8640 -0.8911 -3.8461
C 3.1112 -0.9464 -3.2242
C 3.2238 -0.3699 -1.9620
C 2.0864 0.1877 -1.3222
C -0.6748 2.4705 -1.0067
C -1.5223 2.9798 -0.0545
C -1.4462 4.3171 0.2361
C -0.6084 5.1242 -0.4917
C 0.2745 4.6065 -1.4454
C 0.2436 3.2736 -1.7126
C -2.9258 -0.7990 -2.0503
Br -2.7176 -2.1317 -0.6830
C -4.0888 -0.8963 -2.8210
F -5.0986 -1.6750 -2.5245
H -0.1635 -0.4678 -3.7325
H 1.8173 -1.1942 -4.8474
H 4.0065 -1.3741 -3.6629
H 4.1542 -0.4057 -1.4271
H 2.1755 0.5880 -0.3030
H -2.1725 2.2932 0.4438
H -2.0917 4.6519 1.0056
H -0.5976 6.1825 -0.2866
H 0.8776 5.2874 -2.0667
H 0.9044 2.8494 -2.4242
C 1.2733 -0.3508 2.4754
N 2.0349 -0.7607 3.6546
C 2.6502 -2.1008 3.2607
N 1.6630 -3.1182 3.0544
C 0.8530 -2.6724 1.9055
N 0.2082 -1.3620 2.1284
C -0.6709 -1.5063 3.3159
N 0.0643 -1.8975 4.4847
C 1.1065 -0.9377 4.7905
C 0.7471 -3.1567 4.2280
H 1.9597 -0.3258 1.6173
H 0.8379 0.6509 2.6258
H 3.3083 -2.4469 4.0560
H 3.2210 -1.8610 2.3150
H 0.0658 -3.4573 1.7887
H 1.4143 -2.5707 0.9930
H -1.4367 -2.2510 3.0344
H -1.1006 -0.5415 3.4932
H 1.5669 -1.2643 5.7432
H 0.6489 0.0758 5.0179
H -0.0368 -3.9123 4.0177
H 1.3132 -3.5044 5.1303
```

HOMO level, eV: -11.8
Kohn-Sham gap, eV: 8.92
Charge: +1

These are the Löwdin partial charges, in e, on atoms 1 to 2: 0.16, 0.15



What is the formula in the second record?
C24H21N3OS



Number 2 is which compound?
C24H21N3OS



Number 2 is which compound?
C24H21N3OS



Copy entry 2 word for word.
The following is a DFT calculation (ωB97M-V/def2-TZVPD) of the molecule C24H21N3OS.

XYZ file:
```
50
Properties=species:S:1:pos:R:3
N 0.8150 1.0282 -4.6483
C 0.9602 -0.3173 -4.1106
C 0.8890 -0.2643 -2.5717
C -0.2772 -0.6647 -1.9484
C -0.4123 -0.2908 -0.5776
C 0.6891 0.2076 0.2113
C 0.4345 0.7467 1.4880
N 1.1419 1.9047 1.8658
C 0.8320 1.9675 3.1597
N 0.0660 0.9215 3.6370
C -0.3532 0.1862 2.5490
C -1.2937 -0.9515 2.5053
C -1.0395 -2.3284 2.1006
C -2.1376 -3.1814 2.0433
S -3.5580 -2.3107 2.5848
C -2.6412 -0.8119 2.8544
C -0.3895 0.9430 5.0333
O 0.2947 1.9286 5.8397
C 0.9858 2.9650 5.3439
C 1.3073 4.0375 6.2615
C 2.2062 5.0641 5.7435
C 2.8273 4.9833 4.5003
C 2.3638 4.0272 3.5105
C 1.3723 3.0167 4.0268
C 1.8829 0.4304 -0.4302
C 1.9531 0.3372 -1.7989
C 2.1963 -0.9860 -4.7087
C 1.2952 -1.9650 -5.4193
C 0.0370 -1.3385 -4.8023
H 0.0467 1.0521 -5.3335
H 0.8127 1.7216 -3.9158
H -1.0734 -1.0694 -2.4639
H -1.3506 -0.2784 -0.1606
H -0.1280 -2.7556 1.6665
H -2.2876 -4.2509 1.7293
H -3.1073 0.2241 3.0575
H -0.1314 -0.0517 5.3922
H -1.4805 1.0586 5.0729
H 1.1558 3.9242 7.3374
H 2.5210 5.8381 6.5144
H 3.4731 5.8132 4.2442
H 2.6031 3.9761 2.4620
H 2.6077 1.0536 0.0617
H 2.8289 0.7171 -2.4331
H 2.9484 -1.4976 -4.0627
H 2.7967 -0.3632 -5.4185
H 1.5037 -3.0911 -5.1227
H 1.3471 -1.9429 -6.5392
H -0.5743 -0.7728 -5.5544
H -0.5004 -2.1316 -4.3176
```

HOMO level, eV: -7.4
Kohn-Sham gap, eV: 7.86
Structure (SMILES): NC1(c2ccc(-c3nc4n(c3-c3ccsc3)COc3ccccc3-4)cc2)CCC1
Relative energy (zero: lowest compared OMol25 entry of this formula, charge and spin), kJ/mol: 510.0

These are the Löwdin partial charges, in e, on atoms 1 to 2: 0.09, -0.50